Entry from the Open Molecules 2025 dataset: a structure of composition C34H97F6NO21S2V (ωB97M-V/def2-TZVPD).

Results
2S+1   5
Strongest force on any atom   0.088 hartree/bohr
HOMO level (spin up / spin down)   -0.2 / -5.6 eV
Charge   -1
LUMO energy (spin up / spin down)   1.813 / 1.811 eV
Expectation value of S²   6.008
Frontier orbital gap (spin up / spin down)   2.026 / 7.446 eV

XYZ file:
```
162
Properties=species:S:1:pos:R:3:forces:R:3:mulliken_charge:R:1
V 22.838940 -16.968081 -27.428874 -0.1 -0.1 -0.1 0.696
C 20.134846 -19.889447 -27.555569 -0.9 1.1 1.6 -0.239
F 19.997885 -19.938695 -28.879260 0.4 -0.6 0.1 -0.052
F 19.217925 -20.704231 -26.979377 0.4 -0.6 -0.5 -0.086
F 21.363338 -20.250787 -27.142933 -0.2 -0.6 -0.8 -0.002
S 19.784955 -18.063438 -26.892737 -3.0 -2.0 2.7 -0.339
O 18.319932 -17.821721 -26.938193 1.2 -0.7 0.1 -0.218
O 20.336807 -18.087733 -25.537332 0.3 -0.1 -0.4 -0.357
N 20.807057 -17.136575 -27.982715 1.0 1.5 -1.4 0.466
S 19.797223 -16.321322 -28.830456 0.6 1.8 0.3 -0.437
O 18.991709 -17.104604 -29.730715 0.1 -0.3 -1.0 0.182
O 19.043637 -15.327532 -28.079019 0.8 0.2 -0.7 -0.627
C 20.991734 -15.309911 -29.986257 -2.6 -1.8 0.5 -0.063
F 20.453833 -15.299012 -31.219884 0.5 0.0 -0.6 -0.070
F 21.089888 -14.067662 -29.608327 0.7 1.2 0.5 -0.203
F 22.186292 -15.904242 -30.030142 0.5 0.4 -0.6 -0.314
O 23.678745 -17.926451 -25.771824 0.1 -0.2 -0.3 -0.761
H 23.255302 -18.663492 -25.290176 0.1 0.8 -0.6 -0.230
C 17.206261 -21.155694 -30.908438 -0.6 0.2 0.0 -1.332
C 16.738203 -19.694464 -30.945386 0.0 -0.2 0.0 0.950
O 16.337342 -19.366455 -32.261393 0.2 -0.6 -0.9 -0.660
H 17.476352 -21.449329 -29.894086 0.3 0.1 0.0 0.252
H 18.015353 -21.347693 -31.613151 0.3 0.3 0.2 0.199
H 16.424793 -21.846982 -31.223912 -0.4 0.2 0.0 0.457
H 17.535180 -19.025662 -30.620384 0.2 0.0 0.1 -0.350
H 15.877670 -19.488860 -30.308756 0.0 -0.4 0.5 0.213
H 15.901792 -18.510956 -32.255818 0.1 0.3 0.1 0.416
C 24.460015 -14.798716 -32.305313 -0.1 -0.3 -0.6 -0.522
C 25.139749 -15.952948 -31.595794 -1.8 -0.8 -1.8 0.192
O 25.904883 -15.517713 -30.555796 1.3 0.5 1.7 -0.477
H 23.842730 -15.162458 -33.126742 0.0 -0.2 -0.1 -0.061
H 25.206186 -14.151879 -32.766765 0.0 0.4 0.2 0.560
H 23.781337 -14.267244 -31.638197 0.3 0.2 0.1 -0.051
H 25.729018 -16.570292 -32.273852 0.1 0.0 -0.3 0.479
H 24.356821 -16.620658 -31.236246 0.1 -0.1 0.4 -0.395
H 26.634911 -15.013990 -30.923124 0.1 0.1 0.2 0.261
C 26.751607 -16.204137 -27.251479 1.1 0.0 0.4 -1.285
C 25.621930 -15.229024 -27.292140 0.2 0.1 0.5 -0.094
O 24.601075 -15.757848 -28.102993 -0.5 0.2 0.0 0.690
H 27.545231 -15.929232 -26.556722 -0.2 0.2 0.5 0.406
H 27.285225 -16.157219 -28.200769 -0.3 -0.7 -0.3 0.313
H 26.389638 -17.188072 -26.953232 0.1 0.0 -0.3 0.096
H 25.998429 -14.286631 -27.689952 -0.2 0.3 -0.1 0.204
H 25.188904 -15.038442 -26.310170 0.0 -0.1 0.0 0.220
H 24.946532 -15.793048 -28.997995 0.1 -0.1 -0.4 -0.546
C 24.604870 -20.548904 -28.704653 0.6 -1.2 0.1 -1.016
C 24.822992 -19.068743 -28.718609 0.2 0.2 -0.3 0.130
O 23.630919 -18.363095 -28.984050 -0.2 0.2 1.0 2.052
H 24.023986 -20.937493 -27.868191 -0.1 0.4 0.1 0.020
H 25.586739 -21.017421 -28.637327 0.2 -0.1 0.1 0.490
H 24.168349 -20.983314 -29.604000 -0.2 0.4 -0.3 0.085
H 25.446136 -18.759885 -29.557890 0.9 -0.4 0.1 0.270
H 25.270974 -18.748859 -27.777814 -0.3 0.1 0.0 -0.142
H 23.363568 -18.741647 -29.824781 -1.2 0.1 -0.7 -0.670
C 21.724963 -15.240921 -35.622568 0.3 0.6 0.7 -1.069
C 21.237283 -14.238166 -34.542058 -0.2 -1.6 -0.9 0.500
O 20.505104 -13.210720 -35.145537 0.1 1.5 -0.2 -0.603
H 20.831750 -15.725173 -36.017247 0.2 -0.3 -0.2 0.322
H 22.434932 -15.955374 -35.205929 -0.3 -0.4 0.2 0.261
H 22.283177 -14.758005 -36.424625 -0.3 0.3 -0.1 0.321
H 22.060914 -13.827127 -33.958306 -0.2 0.2 -0.1 0.133
H 20.567639 -14.798752 -33.889829 0.3 0.0 0.5 -0.153
H 19.636229 -13.478923 -35.453316 0.1 -0.4 0.2 0.343
C 21.232021 -22.767083 -31.348262 -1.1 -0.2 -0.2 -0.292
C 21.772156 -22.590437 -32.755431 -0.5 -0.8 1.3 -0.630
O 22.826130 -21.659860 -32.664215 0.7 0.2 -1.1 -0.559
H 21.943437 -23.104774 -30.594637 0.4 -0.1 -0.3 0.207
H 20.445372 -23.519193 -31.408395 -0.2 0.0 0.3 0.417
H 20.822629 -21.834918 -30.958951 -0.2 0.0 -0.1 -0.173
H 20.995809 -22.296795 -33.461942 0.2 0.7 0.1 0.362
H 22.083247 -23.571777 -33.113626 0.5 0.0 -0.2 0.329
H 23.514880 -22.111049 -32.170610 0.2 0.1 0.1 0.288
C 17.527555 -15.770034 -32.742776 0.4 -0.5 0.4 -0.190
C 16.063655 -15.885845 -33.111641 1.2 1.7 -1.4 -0.651
O 15.392620 -16.756667 -32.281718 -0.8 -1.0 0.8 -0.428
H 17.969590 -16.766360 -32.748676 -0.1 -0.2 0.1 0.079
H 17.752890 -15.373872 -31.752636 -0.3 0.1 0.0 0.140
H 18.115854 -15.233363 -33.487084 -0.3 0.4 -0.1 0.026
H 16.060882 -16.166152 -34.164978 -0.3 -0.7 -0.2 0.323
H 15.546756 -14.926743 -33.143930 0.1 0.4 0.4 0.389
H 14.467875 -16.759668 -32.539454 -0.2 -0.1 0.1 0.224
C 19.499637 -16.610234 -21.582604 0.3 -0.4 -1.5 -1.233
C 18.880913 -17.809326 -22.343102 0.8 0.2 0.6 0.563
O 17.896792 -18.322325 -21.493127 -0.5 0.0 0.8 -0.658
H 19.877105 -16.949868 -20.618099 -0.5 0.1 0.2 0.346
H 18.793264 -15.781149 -21.540791 -0.1 -0.1 0.5 0.323
H 20.379025 -16.220747 -22.095512 0.1 0.0 -0.3 0.243
H 19.618992 -18.594713 -22.505897 0.6 0.1 0.1 -0.195
H 18.471623 -17.671977 -23.343960 0.1 0.9 -0.1 0.122
H 17.776438 -19.222722 -21.803620 -0.7 -0.5 0.0 0.546
C 22.651355 -21.401505 -24.406485 -0.2 -0.2 0.7 -0.371
C 22.603926 -22.390176 -23.224495 0.8 0.7 -0.8 -0.695
O 21.992167 -23.582852 -23.662478 -0.4 -0.4 0.3 -0.491
H 23.222928 -21.690113 -25.288589 0.4 -0.3 0.3 0.245
H 23.035613 -20.456880 -24.021602 -0.1 0.1 -0.2 0.323
H 21.645430 -21.254252 -24.799588 -0.2 0.2 0.3 -0.062
H 22.111184 -21.923630 -22.371476 -0.6 0.0 -0.1 0.291
H 23.575213 -22.686428 -22.828352 0.5 0.4 -0.3 0.487
H 22.204281 -24.225061 -22.981168 -0.3 -0.4 -0.2 0.263
C 20.884191 -14.124162 -25.129849 -0.8 0.6 0.6 -1.109
C 22.114298 -14.936120 -25.363193 -0.8 0.5 0.6 0.012
O 22.417632 -14.941184 -26.737900 0.2 -1.1 0.1 0.748
H 20.754992 -14.010633 -24.053501 -0.2 0.0 0.1 0.452
H 19.998870 -14.618885 -25.529307 0.0 0.0 -0.1 0.100
H 20.922160 -13.118287 -25.548030 0.2 0.1 -0.1 0.192
H 21.834826 -15.927525 -25.006682 0.8 -0.3 -0.3 0.109
H 22.952382 -14.521216 -24.803210 0.2 -0.2 0.2 0.293
H 22.453902 -14.031198 -27.041548 0.1 0.3 -0.3 -0.299
C 15.809395 -15.876341 -27.672211 -0.4 -0.8 0.3 -1.192
C 15.689215 -17.239879 -28.413819 0.6 1.4 -1.0 1.373
O 14.575652 -17.203801 -29.334827 -0.9 -0.2 0.5 -0.662
H 16.667802 -15.750328 -27.012394 0.2 -0.6 -0.3 0.151
H 14.935151 -15.809584 -27.024647 -0.3 0.4 -0.1 0.356
H 15.844999 -15.035225 -28.364560 -0.2 -0.1 -0.2 0.252
H 15.536558 -18.087124 -27.745261 0.1 0.2 0.0 -0.231
H 16.575338 -17.381002 -29.032656 0.3 -0.3 0.5 -0.415
H 14.840763 -17.002933 -30.235365 0.6 0.1 0.2 0.390
C 23.623481 -12.262773 -29.327958 0.8 0.4 -0.9 -0.353
C 23.900204 -11.816801 -27.902793 0.6 -1.4 -1.1 -0.513
O 22.796996 -12.241931 -27.176259 -1.0 0.2 1.5 -0.341
H 22.766257 -11.702834 -29.701784 0.1 0.0 -0.4 0.390
H 23.424352 -13.320738 -29.498729 -0.4 -0.1 1.0 -0.354
H 24.506872 -12.179589 -29.961045 0.1 0.8 -0.3 0.395
H 24.060565 -10.749199 -27.752434 0.2 0.1 -0.3 0.416
H 24.762662 -12.383551 -27.551991 0.1 0.2 0.3 0.054
H 22.141750 -11.543652 -27.244503 -0.4 -0.2 0.1 0.217
C 15.775690 -20.550873 -25.828194 -0.5 1.1 0.1 -0.496
C 14.812148 -21.457515 -25.101800 0.3 -0.5 -0.2 -0.483
O 15.306017 -21.821182 -23.827249 0.4 -0.3 0.7 -0.478
H 15.803292 -19.570470 -25.352638 0.1 0.1 0.1 0.311
H 15.364025 -20.364355 -26.820081 0.1 -0.1 -0.2 0.411
H 16.813685 -20.866815 -25.932274 -0.2 -0.5 0.1 -0.103
H 14.715618 -22.372210 -25.686701 -0.4 -0.1 -0.2 0.258
H 13.843274 -21.009448 -24.881274 -0.1 0.3 -0.8 0.382
H 14.596826 -22.250142 -23.342863 0.1 0.0 0.1 0.246
C 18.488624 -22.580849 -23.765674 1.1 0.8 -0.3 -0.659
C 18.591199 -21.052261 -23.580584 -0.3 -1.2 -0.9 0.246
O 17.515300 -20.660084 -22.790430 0.0 0.8 1.2 -0.634
H 18.504395 -23.035902 -22.775331 0.1 -0.1 0.0 0.379
H 19.375434 -22.851015 -24.338981 -0.1 -0.6 0.0 -0.092
H 17.591956 -22.921694 -24.283279 0.0 0.3 -0.1 0.302
H 18.538492 -20.502043 -24.520045 0.3 -0.2 -0.3 -0.140
H 19.546916 -20.783065 -23.130887 -0.1 0.0 0.3 0.363
H 16.726294 -20.982671 -23.232028 -0.6 -0.1 0.1 0.295
C 21.931748 -25.268593 -27.917727 0.8 0.9 -0.6 -1.381
C 21.974475 -23.912038 -27.217463 -0.5 -0.7 0.0 0.528
O 20.937501 -23.941520 -26.261248 0.1 0.3 0.1 -0.519
H 20.952372 -25.399787 -28.377845 0.0 -0.2 0.1 0.280
H 22.208759 -26.111579 -27.284685 -0.3 0.2 0.2 0.362
H 22.687352 -25.207996 -28.700985 0.0 -0.3 -0.4 0.409
H 21.818022 -23.089634 -27.915504 -0.3 0.0 -0.3 -0.141
H 22.959151 -23.694691 -26.803616 0.1 -0.3 0.4 0.248
H 21.278644 -23.606568 -25.428760 0.0 0.0 0.4 0.040
C 21.419458 -17.796079 -32.887645 -0.3 -0.3 -0.8 -1.067
C 21.318320 -18.817675 -31.757254 -0.2 1.2 -0.2 1.257
O 22.608546 -19.261530 -31.409334 0.8 0.2 0.6 -0.500
H 21.971602 -16.887994 -32.645579 0.2 -0.2 0.3 -0.117
H 20.460022 -17.449483 -33.271661 -0.4 -0.1 0.4 0.214
H 21.868043 -18.278228 -33.756210 0.4 0.0 -0.1 0.508
H 20.708926 -19.671375 -32.053812 -0.2 0.0 0.0 0.449
H 20.886232 -18.325439 -30.885986 -0.2 -0.3 0.1 -1.053
H 22.787116 -20.080838 -31.876717 0.0 -0.3 -0.2 0.271
```
Positions in Å, forces in eV/Å.